Computed, not measured: one molecule with the formula C5H6ClNO2S in a non-equilibrium geometry, with the ωB97M-V functional and the def2-TZVPD basis.

As for the LUMO energy: 0.51 eV. As for the spin multiplicity: 1. The highest occupied orbital energy comes out at -0.3539 Ha. The calculation puts the energy relative to the best compared isomer or geometry (same formula, charge and spin) at 22.12 kcal per mole. The orbital gap comes out at 10.14 eV.

XYZ file:
```
16
Properties=species:S:1:pos:R:3:forces:R:3:nbo_charge:R:1
C 0.069 -0.664 -1.850 1.5 0.6 0.3 0.669
C 0.757 0.605 0.022 2.1 0.4 0.1 -0.201
C 2.001 0.634 -1.103 -1.3 0.8 1.2 -0.374
C 1.463 -0.078 -2.247 -0.4 -1.4 -0.6 -0.381
C -1.316 -1.016 0.058 0.4 -0.6 0.8 -0.424
N -0.247 -0.225 -0.603 -0.6 -1.0 -0.5 -0.450
O -0.459 -1.543 -2.459 -1.0 -0.2 -0.5 -0.567
O 2.862 2.135 -3.366 0.2 -0.6 -0.1 -0.901
S 1.639 1.712 -2.684 -0.6 -0.1 1.5 1.199
Cl 2.248 -1.334 -3.154 0.8 0.4 -0.2 0.063
H 1.185 0.215 1.029 -0.9 0.4 -1.7 0.217
H 0.344 1.623 0.152 0.5 -0.4 0.2 0.209
H 3.083 0.617 -0.823 -1.2 0.1 -0.2 0.276
H -1.315 -2.108 -0.366 0.4 2.0 1.2 0.246
H -1.163 -0.877 1.175 -0.1 -0.8 -1.3 0.209
H -2.328 -0.655 -0.146 0.3 0.3 -0.2 0.213
```
Forces are in eV/Å.

=====

Computed, not measured: a 2-piece molecular cluster, C5H6ClNOS overall in a non-equilibrium geometry, with the ωB97M-V functional and the def2-TZVPD basis.

As for the LUMO energy: -0.03 eV. As for the spin multiplicity: 1. The highest occupied orbital energy comes out at -0.3492 Ha. The calculation puts the energy relative to the best compared isomer or geometry (same formula, charge and spin) at 0.00 kcal per mole. The orbital gap comes out at 9.47 eV.

XYZ file:
```
15
Properties=species:S:1:pos:R:3:forces:R:3:nbo_charge:R:1
H 1.603 -1.393 -1.822 0.7 -1.9 -0.6 0.376
N 1.496 -0.818 -1.041 -0.5 1.5 1.2 -0.672
C 0.705 -0.995 -0.094 0.7 -1.5 -2.0 0.417
Cl 0.038 -2.733 0.295 0.4 1.3 0.0 -0.157
C 0.150 0.121 0.587 -0.3 -0.8 1.6 -0.233
C 0.612 1.459 0.396 -0.9 -1.0 -0.5 -0.217
C -0.053 2.283 1.217 0.1 1.0 0.3 -0.392
S -1.217 1.509 2.230 0.7 0.0 -0.7 0.458
C -0.817 -0.012 1.527 -0.8 1.3 1.2 -0.320
H 1.204 1.688 -0.473 0.5 0.3 0.3 0.252
H 0.137 3.337 1.230 -0.3 0.4 0.2 0.238
H -1.412 -0.790 1.956 0.3 -0.9 -0.4 0.254
O -1.251 -1.025 -2.019 2.6 -0.8 -0.5 -0.916
H -0.342 -0.797 -2.363 -1.7 0.9 -0.2 0.452
H -0.853 -1.835 -1.626 -1.6 0.0 0.2 0.459
```
Forces are in eV/Å.

=====

Computed, not measured: C5H6CoO2 as an isolated structure in a non-equilibrium geometry, with the ωB97M-V functional and the def2-TZVPD basis.

As for the LUMO energy (alpha / beta): -4.29 / -6.91 eV. The expectation value of S² is 6.003. As for the spin multiplicity: 5. The highest occupied orbital energy (alpha / beta) comes out at -0.3999 / -0.3999 Ha. The calculation puts the energy relative to the best compared isomer or geometry (same formula, charge and spin) at 24.31 kcal per mole. Its charge is +1. The orbital gap (alpha / beta) comes out at 6.59 / 3.98 eV.

XYZ file:
```
14
Properties=species:S:1:pos:R:3:forces:R:3:nbo_charge:R:1
C -0.699 -1.743 -0.219 1.5 1.2 -0.4 -0.107
C 0.025 -0.770 -0.298 -0.4 -2.2 -0.1 -0.073
C 1.075 0.236 -0.474 -0.3 0.1 0.2 -0.587
C 2.003 0.303 0.712 -1.5 0.0 -0.1 0.546
O 3.207 0.407 0.621 1.4 -0.3 -0.5 -0.684
Co 4.650 -0.072 -0.954 -0.5 0.2 0.6 0.936
H -1.269 -2.655 -0.225 0.0 0.5 0.2 0.256
H 0.610 1.235 -0.555 0.2 0.0 0.0 0.285
H 1.650 0.066 -1.394 -0.1 0.0 0.1 0.233
H 1.523 0.281 1.710 0.3 0.0 -0.2 0.185
C -2.761 0.306 0.621 -0.1 0.4 0.0 0.067
O -3.614 0.942 -0.131 0.0 0.5 0.3 -0.622
H -2.993 0.652 1.655 -0.4 -0.1 -0.2 0.071
H -3.409 0.811 -1.069 -0.1 -0.4 0.1 0.494
```
Forces are in eV/Å.

=====

Computed, not measured: C5H6CrLiO4 as an isolated structure in a non-equilibrium geometry, with the ωB97M-V functional and the def2-TZVPD basis.

As for the LUMO energy (alpha / beta): -8.71 / -8.65 eV. The expectation value of S² is 8.756. As for the spin multiplicity: 6. The highest occupied orbital energy (alpha / beta) comes out at -0.5580 / -0.5592 Ha. Its charge is +2. The orbital gap (alpha / beta) comes out at 6.48 / 6.57 eV.

XYZ file:
```
17
Properties=species:S:1:pos:R:3:forces:R:3:nbo_charge:R:1
O -1.595 -0.445 2.975 -1.1 0.0 0.0 -0.878
C -1.681 0.254 1.935 0.9 1.4 -0.1 0.986
O -2.460 1.174 1.748 -0.1 -0.5 0.0 -0.683
O -0.663 -0.013 0.998 -0.4 -0.9 0.1 -0.497
C -0.084 0.993 0.368 0.1 -0.1 -2.6 0.232
C 0.548 0.710 -0.924 -3.2 3.3 0.3 -0.500
Li -3.355 0.723 3.512 0.0 0.2 -0.2 0.979
H -0.598 1.958 0.477 1.5 0.6 1.1 0.286
H -0.285 0.624 -1.644 0.7 -2.0 -0.4 0.262
H 1.046 1.611 -1.305 0.1 -0.1 0.5 0.278
H 1.369 0.576 0.122 -0.1 -0.5 0.4 0.261
Cr -0.337 -1.687 3.785 0.7 -0.8 0.5 0.933
C 1.399 -1.156 -1.847 0.9 -0.7 0.8 -0.771
C 1.780 -1.130 -3.149 0.2 -0.1 -1.2 0.826
O 2.051 -1.088 -4.261 -0.4 0.2 1.5 -0.297
H 2.247 -1.213 -1.155 -0.1 -0.1 -0.4 0.291
H 0.617 -1.892 -1.635 0.1 0.4 -0.2 0.293
```
Forces are in eV/Å.

=====

Computed, not measured: C5H6Cu2O11 as an isolated structure in a non-equilibrium geometry, with the ωB97M-V functional and the def2-TZVPD basis.

As for the LUMO energy: 9.33 eV. As for the spin multiplicity: 1. The highest occupied orbital energy comes out at 0.2338 Ha. Its charge is -4. The orbital gap comes out at 2.96 eV.

XYZ file:
```
24
Properties=species:S:1:pos:R:3:forces:R:3:nbo_charge:R:1
Cu 0.794 -0.458 -0.221 0.0 -1.1 -0.8 0.901
Cu 2.504 1.630 -1.351 -0.2 -1.8 0.2 0.811
C -0.636 -3.220 -1.105 0.0 -0.7 0.2 0.940
O -0.886 -2.208 -0.280 0.6 0.6 -0.2 -1.004
O -1.618 -3.714 -1.804 0.1 0.2 0.3 -0.961
O 0.539 -3.746 -1.148 -0.5 0.3 0.0 -0.914
C 4.271 -0.119 -0.198 -0.2 0.0 -0.1 0.945
O 4.631 1.150 -0.344 -0.3 0.2 -0.3 -0.975
O 3.016 -0.364 -0.435 -0.1 0.1 0.3 -0.968
O 5.102 -1.034 0.118 -0.2 0.8 0.0 -0.880
C -0.175 1.192 -2.325 0.2 0.1 0.3 0.933
O -1.138 1.062 -3.123 0.2 0.4 0.1 -0.845
O 0.967 0.547 -2.487 0.2 1.0 0.3 -0.948
O -0.233 1.973 -1.251 -0.4 -0.1 0.0 -0.995
C -2.093 1.385 1.413 -1.2 0.2 1.2 -0.070
C -1.659 0.052 2.008 0.0 -0.6 -0.4 -0.117
O -0.240 -0.124 2.025 -0.5 -0.1 0.3 -0.705
O -2.721 1.220 0.183 0.9 1.3 -1.2 -0.764
H -1.308 2.147 1.457 0.3 -0.3 -0.5 0.179
H -2.873 1.794 2.104 0.0 -0.1 0.0 0.087
H -2.105 -0.737 1.392 0.5 0.0 -0.4 0.261
H -2.119 -0.145 2.992 0.4 0.4 0.3 0.103
H 0.068 0.125 2.899 0.2 0.1 -0.1 0.443
H -2.089 1.594 -0.517 -0.2 -0.8 0.5 0.542
```
Forces are in eV/Å.

=====

Computed, not measured: one molecule with the formula C5H6F2 in a non-equilibrium geometry, with the ωB97M-V functional and the def2-TZVPD basis.

As for the LUMO energy: 0.74 eV. As for the spin multiplicity: 1. The highest occupied orbital energy comes out at -0.3072 Ha. The calculation puts the energy relative to the best compared isomer or geometry (same formula, charge and spin) at 25.48 kcal per mole. The orbital gap comes out at 9.10 eV.

XYZ file:
```
13
Properties=species:S:1:pos:R:3:forces:R:3:nbo_charge:R:1
C 0.479 1.136 0.592 -0.9 1.7 -0.4 -0.636
C 0.173 -0.236 0.149 2.8 -0.5 -1.0 -0.135
C -1.108 -0.549 -0.377 -2.0 -0.7 -1.3 -0.310
C -1.342 -1.698 -1.023 -1.1 4.0 1.7 0.283
F -2.472 -1.951 -1.614 -1.4 -0.6 -0.8 -0.307
C 1.244 -1.012 -0.129 -0.6 -2.2 0.6 0.234
F 2.485 -0.625 0.206 0.5 0.2 0.1 -0.341
H 0.268 1.324 1.624 -0.3 -0.2 1.0 0.223
H -0.236 1.917 0.078 1.9 -1.3 0.5 0.215
H 1.571 1.235 0.520 -0.6 0.9 -0.4 0.243
H -1.815 0.283 -0.461 -0.1 -0.5 0.4 0.220
H -0.592 -2.351 -1.130 2.1 -3.0 -0.6 0.144
H 1.295 -2.132 -0.433 -0.4 2.3 0.3 0.167
```
Forces are in eV/Å.

=====

Computed, not measured: one molecule with the formula C5H6F2 in a non-equilibrium geometry, with the ωB97M-V functional and the def2-TZVPD basis.

As for the LUMO energy: 0.69 eV. As for the spin multiplicity: 1. The highest occupied orbital energy comes out at -0.3178 Ha. The calculation puts the energy relative to the best compared isomer or geometry (same formula, charge and spin) at 73.01 kcal per mole. The orbital gap comes out at 9.33 eV.

XYZ file:
```
13
Properties=species:S:1:pos:R:3:forces:R:3:nbo_charge:R:1
C -0.836 -0.705 -0.117 3.2 -0.7 -1.3 -0.293
C -0.398 0.539 -0.182 4.4 -3.1 1.6 0.093
C 0.453 -1.599 -0.122 -0.9 1.6 1.1 0.127
C 1.443 -0.477 0.316 -3.2 0.9 -4.2 0.227
C -0.846 1.872 -0.053 -1.1 3.0 1.2 -0.721
F 0.357 -2.724 0.692 0.2 0.1 0.5 -0.367
F 2.618 -0.324 -0.378 -1.0 -0.3 0.7 -0.340
H -1.690 -1.104 -0.541 -2.4 -0.7 0.0 0.201
H 0.709 -2.018 -1.067 0.2 0.2 -1.1 0.179
H 1.474 -0.183 1.289 0.6 0.4 2.7 0.166
H -1.915 1.819 0.007 -1.1 -0.1 -0.4 0.232
H -0.670 2.621 -0.877 0.5 -0.8 1.1 0.249
H -0.698 2.284 1.033 0.6 -0.4 -2.1 0.247
```
Forces are in eV/Å.

=====

Computed, not measured: a 2-piece molecular cluster, C5H6F3N2O overall in a non-equilibrium geometry, with the ωB97M-V functional and the def2-TZVPD basis.

As for the LUMO energy: -6.69 eV. As for the spin multiplicity: 1. The highest occupied orbital energy comes out at -0.5492 Ha. The calculation puts the energy relative to the best compared isomer or geometry (same formula, charge and spin) at 72.61 kcal per mole. Its charge is +1. The orbital gap comes out at 8.26 eV.

XYZ file:
```
17
Properties=species:S:1:pos:R:3:forces:R:3:nbo_charge:R:1
C -1.176 1.287 0.108 0.4 -3.0 -0.7 -0.065
C -1.486 -0.066 -0.101 0.3 1.2 1.8 0.181
C 0.613 0.247 -0.553 4.8 -0.4 -1.0 0.770
C -2.677 -0.944 0.235 -2.4 5.7 -0.7 -0.640
C 3.038 -0.115 0.028 2.0 -0.2 3.1 1.121
N -0.306 -0.700 -0.465 0.6 1.1 -0.4 -0.522
N 0.232 1.453 -0.158 -3.2 -2.2 -0.5 -0.501
O 2.487 -0.116 -1.149 -5.3 1.3 -0.9 -0.411
F 2.403 -1.010 0.810 -0.5 0.2 0.9 -0.336
F 3.045 1.116 0.634 -0.6 -0.7 -0.3 -0.338
F 4.309 -0.506 0.043 -0.2 0.2 -1.1 -0.274
H -1.909 2.005 0.392 0.3 0.9 0.2 0.274
H -2.422 -1.825 0.636 1.2 -3.2 1.7 0.236
H -3.405 -0.345 1.009 1.7 -1.6 -2.2 0.271
H -3.165 -1.125 -0.726 -0.5 0.0 0.3 0.257
H -0.228 -1.714 -0.559 0.5 0.5 -0.2 0.489
H 0.645 2.358 -0.184 1.0 0.4 -0.2 0.491
```
Forces are in eV/Å.